Computed, not measured: a 2-piece molecular cluster, C5H9NO overall at a distorted geometry, with wB97M-V/def2-TZVPD.

Atoms and positions in Å:
C: 1.204256 -0.135568 -1.097296
C: 0.288291 -0.445514 0.102576
C: 1.057448 -0.746508 1.299449
N: 1.645433 -0.976015 2.271068
C: -0.895212 -1.351001 -0.126558
C: -1.190383 -0.029387 0.457348
H: 0.685118 0.354890 -1.924439
H: 1.592947 -1.092645 -1.469707
H: 2.076105 0.474030 -0.830579
H: -1.151391 -1.433090 -1.179433
H: -0.987655 -2.253091 0.458247
H: -1.383487 0.051161 1.529120
H: -1.793143 0.658594 -0.130082
O: -0.441953 2.510888 -0.088530
H: 0.078597 1.707520 0.044159
H: -0.758111 2.714144 0.799051

Cartesian forces, eV/Å:
C -0.1 0.1 0.0
C -0.1 -0.2 0.0
C 0.3 -0.2 0.9
N -0.5 0.2 -1.0
C -0.1 -0.5 -0.1
C 0.1 -0.1 0.0
H -0.1 0.0 0.2
H -0.1 0.2 0.1
H -0.3 0.0 0.1
H 0.0 -0.2 0.2
H 0.0 -0.1 0.0
H 0.2 -0.2 -0.3
H 0.6 -0.1 0.0
O 0.3 0.5 0.1
H -0.1 0.3 -0.1
H 0.0 0.1 -0.1

For the strongest force on any atom, the calculation gives 1.14 eV/Å. As for the SMILES: CC1(C#N)CC1.O. The energy above the lowest of the compared OMol25 structures with the same formula, charge and spin is 2.220 eV.